Below is a molecular structure, C21H62NO13 at a distorted geometry, with properties calculated with ωB97M-V/def2-TZVPD.

Atoms and positions in Å:
N: -0.04 -0.34 0.19
O: -0.32 -1.36 -0.47
O: -0.73 -0.06 1.16
O: 0.87 0.33 -0.23
O: 1.18 -2.89 -1.27
H: 1.87 -2.23 -1.19
H: 0.39 -2.45 -0.95
O: -1.78 -2.59 -0.60
H: -1.10 -1.94 -0.73
H: -2.21 -2.33 0.22
O: -1.07 0.94 3.13
H: -0.43 0.58 2.52
H: -1.79 1.22 2.57
C: 1.79 -1.08 2.03
C: 2.58 -2.37 2.45
C: 1.92 -3.55 1.80
O: 3.85 -2.28 1.93
H: 0.76 -1.05 2.40
H: 1.76 -1.00 0.94
H: 2.27 -0.16 2.35
H: 2.71 -2.35 3.53
H: 0.93 -3.63 2.25
H: 2.51 -4.47 1.76
H: 1.74 -3.30 0.76
H: 4.18 -3.18 1.93
C: -0.13 2.66 -0.83
C: 1.19 2.24 -1.50
C: 1.98 3.38 -2.26
O: 2.06 1.83 -0.50
H: -0.40 1.99 -0.02
H: -0.89 2.64 -1.62
H: -0.20 3.65 -0.39
H: 0.94 1.45 -2.20
H: 2.62 4.01 -1.65
H: 1.35 4.09 -2.80
H: 2.63 2.83 -2.94
H: 1.81 0.96 -0.20
C: 2.38 1.91 3.15
C: 1.73 2.15 1.80
C: 0.39 2.88 1.81
O: 2.63 2.97 1.11
H: 3.33 1.42 2.94
H: 1.77 1.21 3.71
H: 2.47 2.80 3.78
H: 1.71 1.23 1.22
H: -0.05 3.08 0.84
H: 0.64 3.83 2.28
H: -0.30 2.32 2.45
H: 2.60 2.55 0.25
C: -4.04 -2.53 2.06
C: -2.80 -1.65 2.16
C: -1.51 -2.44 2.64
O: -2.57 -1.06 0.89
H: -3.89 -3.30 1.30
H: -5.00 -2.02 2.07
H: -4.18 -3.03 3.02
H: -2.96 -0.87 2.91
H: -1.74 -2.82 3.64
H: -0.58 -1.87 2.58
H: -1.50 -3.23 1.89
H: -1.88 -0.39 0.86
C: -2.14 -1.59 -2.93
C: -0.92 -0.72 -3.30
C: -1.01 0.73 -2.74
O: 0.35 -1.26 -2.88
H: -2.32 -1.44 -1.87
H: -1.86 -2.64 -2.93
H: -3.06 -1.36 -3.48
H: -0.93 -0.70 -4.39
H: -0.21 1.22 -3.30
H: -0.84 0.74 -1.66
H: -2.01 1.10 -2.96
H: 0.34 -1.27 -1.92
C: -3.06 1.33 0.83
C: -3.77 2.22 -0.23
C: -3.71 1.48 -1.57
O: -5.07 2.41 0.21
H: -3.04 1.69 1.86
H: -2.00 1.19 0.59
H: -3.57 0.37 0.72
H: -3.22 3.16 -0.15
H: -4.18 2.15 -2.28
H: -4.22 0.52 -1.59
H: -2.69 1.28 -1.92
H: -5.63 2.13 -0.51
C: 3.54 0.73 -1.76
C: 2.69 -0.55 -1.98
C: 3.42 -1.73 -2.70
O: 2.13 -1.01 -0.82
H: 3.03 1.69 -1.71
H: 4.14 0.87 -2.67
H: 4.25 0.71 -0.93
H: 1.89 -0.35 -2.69
H: 4.37 -1.86 -2.19
H: 3.62 -1.49 -3.74
H: 2.82 -2.64 -2.70
H: 1.40 -0.42 -0.61

- charge = -1
- gap between HOMO and LUMO (eV) = 7.05
- LUMO energy (eV) = 1.150
- max |F| (eV Å⁻¹) = 14.10



Below is a molecular structure, C29H45FFeP2 at a distorted geometry, with properties calculated with ωB97M-V/def2-TZVPD.

Atoms and positions in Å:
Fe: -0.01 0.57 0.02
C: 0.48 -1.79 0.90
C: 1.51 -0.81 1.06
C: -0.43 -0.06 2.12
C: -0.71 -1.29 1.49
C: 0.97 0.28 1.85
C: 0.63 -3.14 0.30
H: 1.45 -3.18 -0.44
H: -0.30 -3.45 -0.21
H: 0.85 -3.89 1.08
C: -2.02 -2.00 1.54
H: -2.14 -2.65 0.67
H: -2.86 -1.29 1.53
H: -2.10 -2.61 2.45
C: -1.31 0.66 3.08
H: -1.26 0.20 4.08
H: -2.36 0.63 2.77
H: -1.04 1.71 3.18
C: 1.70 1.42 2.46
H: 1.97 1.23 3.51
H: 1.08 2.33 2.44
H: 2.63 1.63 1.91
C: 2.96 -1.03 0.80
H: 3.49 -1.42 1.69
H: 3.46 -0.09 0.52
H: 3.10 -1.75 -0.01
C: -0.42 -0.09 -2.49
C: 0.63 -0.94 -2.46
C: 2.08 -0.68 -2.71
C: 2.60 0.75 -2.38
C: 2.03 1.48 -1.22
C: 0.88 2.27 -1.20
C: -0.08 2.52 -2.35
C: -0.60 1.27 -3.14
H: 2.30 -0.98 -3.76
H: 2.50 1.36 -3.31
H: 2.70 -1.38 -2.11
H: -0.20 1.26 -4.16
H: -1.40 -0.56 -2.21
H: 0.39 -1.99 -2.23
H: -1.69 1.39 -3.27
H: -0.98 3.06 -1.96
H: 0.86 3.03 -0.41
H: 0.40 3.26 -3.02
H: 3.69 0.70 -2.22
H: 2.72 1.62 -0.38
P: 2.04 2.40 -5.07
C: 0.93 2.25 -6.51
C: 3.65 2.15 -5.91
P: 2.75 5.03 -3.50
C: 2.04 4.22 -5.01
C: 4.43 5.41 -4.19
C: 2.11 6.70 -3.99
H: -0.03 2.70 -6.26
H: 0.80 1.19 -6.77
H: 1.40 2.79 -7.34
H: 3.59 2.66 -6.88
H: 3.82 1.08 -6.08
H: 4.47 2.57 -5.33
H: 2.49 6.96 -4.97
H: 2.47 7.44 -3.26
H: 1.02 6.70 -4.01
H: 1.02 4.59 -5.16
H: 2.64 4.54 -5.88
H: 4.93 6.08 -3.49
H: 4.31 5.92 -5.15
H: 5.03 4.50 -4.32
F: -5.80 2.52 0.25
C: -4.52 2.05 0.12
C: -3.48 2.87 0.57
C: -2.16 2.38 0.44
C: -1.97 1.11 -0.07
C: -3.01 0.30 -0.50
C: -4.32 0.77 -0.39
H: -3.64 3.86 0.98
H: -1.32 3.00 0.75
H: -2.82 -0.70 -0.93
H: -5.16 0.16 -0.70

- charge = +1
- gap between HOMO and LUMO (spin up / spin down) (eV) = 7.83 / 6.59
- spin multiplicity = 6
- LUMO energy (spin up / spin down) (eV) = -2.341 / -4.165
- max |F| (eV Å⁻¹) = 2.35



Below is 9 unconnected molecules or ions with the total composition BF4H16O8, with properties calculated with ωB97M-V/def2-TZVPD.

Atoms and positions in Å:
B: -5.43 -9.68 10.69
F: -4.94 -10.81 10.04
F: -6.84 -9.63 10.47
F: -5.24 -9.88 12.04
F: -4.73 -8.57 10.25
O: -2.33 -10.09 12.78
H: -2.51 -9.37 12.16
H: -1.39 -10.00 12.98
O: -5.80 -11.49 7.52
H: -5.86 -12.42 7.72
H: -5.89 -11.05 8.37
O: -8.93 -10.99 13.22
H: -8.71 -10.89 14.15
H: -8.13 -10.75 12.75
O: -7.64 -8.11 12.71
H: -8.51 -8.34 13.04
H: -7.52 -8.64 11.91
O: -2.04 -8.44 10.52
H: -3.01 -8.35 10.49
H: -1.86 -9.21 9.97
O: -5.26 -10.38 14.65
H: -5.63 -9.50 14.80
H: -5.02 -10.38 13.71
O: -6.73 -12.48 12.00
H: -6.06 -13.01 12.44
H: -6.28 -11.67 11.75
O: -3.66 -13.27 10.10
H: -3.04 -13.45 9.39
H: -4.03 -12.40 9.90

- charge = -1
- gap between HOMO and LUMO (eV) = 10.63
- LUMO energy (eV) = 2.956
- max |F| (eV Å⁻¹) = 0.86



Below is C5H10O2 in the gas phase, with properties calculated with ωB97M-V/def2-TZVPD.

Atoms and positions in Å:
C: -2.13 0.01 -0.94
O: -1.18 -1.03 -0.85
C: 0.16 -0.59 -1.02
C: 0.49 0.48 0.00
C: -0.10 0.13 1.36
C: 1.35 0.35 1.23
O: 2.19 -0.74 1.44
H: -1.71 1.00 -0.70
H: -2.93 -0.18 -0.22
H: -2.55 0.05 -1.95
H: 0.78 -1.48 -0.87
H: 0.31 -0.23 -2.05
H: 0.42 1.51 -0.36
H: -0.76 0.81 1.89
H: -0.38 -0.92 1.42
H: 1.70 1.31 1.61
H: 2.97 -0.61 0.88

- gap between HOMO and LUMO (eV) = 10.52
- SMILES = COC[C@H]1C[C@H]1O
- LUMO energy (eV) = 0.853
- max |F| (eV Å⁻¹) = 0.33



Below is a molecular structure, C29H26Cl2N4OsS at a distorted geometry, with properties calculated with ωB97M-V/def2-TZVPD.

Atoms and positions in Å:
Os: 0.45 -0.22 -0.14
C: 2.74 0.62 -2.66
C: 1.54 1.50 -2.59
C: 1.44 2.58 -3.46
C: 0.31 3.37 -3.47
C: -0.74 3.04 -2.63
C: -0.61 1.98 -1.77
N: 0.54 1.23 -1.71
C: -1.69 1.61 -0.83
C: -2.92 2.22 -0.73
C: -3.79 1.79 0.26
C: -3.43 0.76 1.12
C: -2.21 0.16 0.94
N: -1.38 0.60 -0.01
C: -1.67 -0.97 1.74
C: -2.46 -1.70 2.58
C: -1.89 -2.73 3.32
C: -0.54 -2.96 3.21
C: 0.24 -2.20 2.34
C: 1.71 -2.44 2.25
N: -0.33 -1.23 1.59
H: 3.19 0.68 -3.65
H: 2.47 -0.42 -2.47
H: 3.50 0.93 -1.94
H: 2.26 2.78 -4.13
H: 0.23 4.22 -4.14
H: -1.65 3.62 -2.65
H: -3.21 3.02 -1.40
H: -4.75 2.28 0.38
H: -4.10 0.44 1.91
H: -3.52 -1.50 2.64
H: -2.50 -3.32 3.99
H: -0.06 -3.73 3.80
H: 2.02 -3.13 3.03
H: 2.27 -1.52 2.34
H: 1.94 -2.90 1.28
Cl: -3.25 -1.67 -1.60
C: -2.60 -3.09 -0.85
C: -3.51 -4.02 -0.38
C: -3.05 -5.21 0.15
C: -1.70 -5.47 0.20
C: -0.80 -4.53 -0.27
Cl: 0.88 -4.97 -0.26
C: -1.21 -3.30 -0.80
S: -0.07 -2.16 -1.52
H: -4.57 -3.81 -0.46
H: -3.76 -5.95 0.50
H: -1.33 -6.41 0.59
C: 2.35 1.75 1.58
C: 3.13 0.65 0.96
C: 4.56 0.48 1.05
C: 4.84 -0.64 0.36
C: 3.59 -1.16 -0.16
C: 3.48 -2.38 -0.97
N: 2.57 -0.35 0.22
H: 3.00 2.42 2.14
H: 1.59 1.35 2.27
H: 1.82 2.34 0.82
H: 5.23 1.14 1.58
H: 5.81 -1.10 0.20
H: 4.39 -2.52 -1.55
H: 2.61 -2.40 -1.61
H: 3.41 -3.25 -0.30

- charge = +2
- gap between HOMO and LUMO (spin up / spin down) (eV) = 6.31 / 6.31
- spin multiplicity = 5
- LUMO energy (spin up / spin down) (eV) = -6.360 / -7.584
- max |F| (eV Å⁻¹) = 1.74



Below is 7 unconnected molecules or ions with the total composition H14O6S, with properties calculated with ωB97M-V/def2-TZVPD.

Atoms and positions in Å:
O: 3.61 0.01 -0.04
H: 2.97 0.53 -0.53
H: 4.12 -0.41 -0.74
O: -2.67 -0.08 1.27
H: -1.83 -0.58 1.22
H: -3.39 -0.52 0.83
O: 0.31 1.40 0.91
H: -0.22 1.53 0.11
H: -0.05 2.01 1.55
O: -5.90 2.31 2.61
H: -6.07 1.36 2.52
H: -5.27 2.47 1.90
O: 0.12 -0.48 -1.58
H: 0.46 -0.26 -2.45
H: 0.77 -0.15 -0.96
O: -0.19 -1.35 1.25
H: 0.37 -0.57 1.21
H: -0.32 -1.65 0.35
S: 4.77 -1.50 -3.41
H: 3.77 -2.23 -3.90
H: 4.65 -1.83 -2.12

- gap between HOMO and LUMO (eV) = 10.45
- SMILES = O.O.O.O.O.O.S
- LUMO energy (eV) = -0.004
- max |F| (eV Å⁻¹) = 0.75



Below is C26H32N4O2 in the gas phase at a distorted geometry, with properties calculated with ωB97M-V/def2-TZVPD.

Atoms and positions in Å:
C: 2.20 0.25 3.04
C: 1.77 -1.34 3.22
C: 0.17 -1.59 3.49
C: -0.55 -2.21 2.12
C: -2.19 -2.36 2.29
C: -0.10 -1.22 0.88
C: 0.69 -1.74 -0.27
C: 1.19 -3.31 -0.45
C: 0.16 -4.23 -1.36
N: 0.75 -4.69 -2.68
N: -0.13 -5.51 -0.56
N: -1.08 -3.41 -1.65
C: 1.15 -0.69 -1.44
O: 1.44 -1.08 -2.68
C: 1.25 0.92 -1.02
C: 2.31 1.81 -1.97
C: 1.76 2.17 -3.43
C: 2.71 2.98 -4.47
C: 4.16 3.30 -3.78
C: 4.43 2.85 -2.27
N: 3.59 2.11 -1.28
C: 0.47 1.50 0.11
C: 0.53 3.11 0.50
C: -0.61 4.01 -0.32
C: -2.11 3.42 0.01
C: -3.07 3.95 1.26
C: -4.56 3.30 1.61
C: -5.19 2.04 0.72
C: -4.26 1.52 -0.55
C: -2.76 2.18 -0.90
C: -0.48 0.41 0.95
O: -1.52 0.75 1.72
H: 2.47 0.48 1.90
H: 1.35 0.98 3.42
H: 3.19 0.46 3.64
H: 2.34 -1.72 4.20
H: 2.20 -1.94 2.30
H: 0.05 -2.39 4.34
H: -0.38 -0.60 3.83
H: -0.13 -3.31 2.01
H: -2.74 -1.62 1.55
H: -2.57 -3.47 2.12
H: -2.48 -1.99 3.38
H: 2.20 -3.26 -1.07
H: 1.45 -3.81 0.58
H: 1.80 -4.68 -2.68
H: 0.38 -4.09 -3.46
H: -0.75 -5.30 0.26
H: -0.66 -6.14 -1.23
H: -1.71 -3.34 -0.81
H: -1.65 -3.89 -2.38
H: 0.68 1.85 -3.76
H: 2.46 3.29 -5.57
H: 4.99 3.86 -4.40
H: 5.50 3.15 -1.84
H: 0.33 3.21 1.65
H: 1.57 3.61 0.23
H: -0.43 3.87 -1.47
H: -0.53 5.16 -0.03
H: -2.71 4.82 1.99
H: -5.22 3.69 2.50
H: -6.24 1.56 0.97
H: -4.71 0.61 -1.18
H: -2.16 1.73 -1.81

- gap between HOMO and LUMO (eV) = 6.86
- SMILES = CCC[C@@H](C)C1=C(CC(N)(N)N)C(=O)C(c2ccccn2)=C(CCc2ccccc2)C1=O
- LUMO energy (eV) = -1.355
- max |F| (eV Å⁻¹) = 8.08



Below is 3 unconnected molecules or ions with the total composition C30H35BBr2ClN5O5 at a distorted geometry, with properties calculated with ωB97M-V/def2-TZVPD.

Atoms and positions in Å:
C: 2.63 -5.37 3.04
C: 3.21 -5.64 1.64
N: 2.32 -5.11 0.59
C: 2.33 -3.68 0.53
N: 3.47 -3.09 0.30
C: 3.42 -1.73 0.26
C: 4.62 -0.98 0.05
C: 5.92 -1.75 -0.09
C: 6.73 -1.75 1.21
C: 7.04 -3.16 1.72
Cl: 8.30 -0.86 1.05
C: 4.58 0.40 -0.01
C: 5.80 1.25 -0.24
C: 3.34 1.08 0.17
C: 2.18 0.37 0.40
B: 0.81 1.14 0.62
C: 0.55 2.08 1.86
O: -0.17 0.97 -0.34
C: 2.21 -1.04 0.43
N: 1.05 -1.70 0.67
C: 1.10 -2.99 0.74
C: -0.20 -3.76 1.03
Br: -1.64 -2.45 1.31
C: -0.58 -4.80 -0.06
C: -1.98 -4.72 -0.64
Br: -0.48 -6.60 0.78
H: 3.35 -4.81 3.64
H: 2.33 -6.29 3.53
H: 1.75 -4.75 2.96
H: 4.24 -5.31 1.54
H: 3.21 -6.72 1.50
H: 2.67 -5.42 -0.31
H: 6.53 -1.31 -0.87
H: 5.68 -2.77 -0.39
H: 6.18 -1.22 1.99
H: 7.98 -3.21 2.27
H: 7.19 -3.81 0.85
H: 6.23 -3.56 2.31
H: 6.38 1.35 0.67
H: 6.46 0.79 -0.97
H: 5.53 2.22 -0.63
H: 3.36 2.16 0.14
H: -0.52 2.16 2.04
H: 0.93 3.07 1.59
H: 1.08 1.76 2.75
H: -0.89 0.47 0.08
H: -0.14 -4.27 1.99
H: 0.17 -4.83 -0.85
H: -2.11 -3.88 -1.31
H: -2.73 -4.76 0.13
H: -2.12 -5.62 -1.23
O: -0.27 5.49 2.40
N: -1.45 5.75 2.27
O: -2.17 6.18 3.15
C: -2.06 5.51 0.95
C: -1.28 4.98 -0.06
C: -1.85 4.73 -1.30
C: -3.20 5.02 -1.51
C: -3.97 5.56 -0.48
C: -3.39 5.81 0.75
H: -0.23 4.75 0.10
H: -1.26 4.31 -2.10
H: -3.65 4.83 -2.47
H: -5.02 5.79 -0.66
H: -3.98 6.23 1.55
O: -6.56 5.29 -1.75
N: -6.58 4.79 -2.86
O: -6.14 5.31 -3.86
C: -7.18 3.45 -2.99
C: -7.71 2.84 -1.87
C: -8.29 1.59 -2.00
C: -8.33 0.97 -3.24
C: -7.77 1.59 -4.36
C: -7.20 2.84 -4.23
H: -7.69 3.33 -0.91
H: -8.72 1.10 -1.14
H: -8.78 -0.01 -3.34
H: -7.80 1.10 -5.32
H: -6.77 3.33 -5.10

- gap between HOMO and LUMO (eV) = 8.03
- SMILES = CCNc1nc2c(C[C@@H](C)Cl)c(C)cc(B(C)O)c2nc1[C@@H](Br)[C@H](C)Br.O=[N+]([O-])c1ccccc1.O=[N+]([O-])c1ccccc1
- LUMO energy (eV) = -0.823
- max |F| (eV Å⁻¹) = 1.36



Below is a molecular structure, C13H23N2O2PRe at a distorted geometry, with properties calculated with ωB97M-V/def2-TZVPD.

Atoms and positions in Å:
C: -2.27 1.90 -2.13
C: -1.54 2.48 -1.09
C: -0.45 1.84 -0.47
C: 0.03 0.64 -1.09
C: -0.86 -0.04 -1.97
C: -1.96 0.61 -2.55
C: 0.16 2.58 0.69
C: 0.01 2.17 2.21
N: -0.48 0.90 2.63
Re: 2.06 -0.02 -1.28
C: -0.58 -1.45 -2.40
P: 0.83 -2.04 -1.32
H: -1.83 3.48 -0.73
H: -2.52 0.08 -3.33
H: -3.10 2.44 -2.61
H: -0.26 -1.51 -3.45
H: -1.42 -2.15 -2.27
H: 1.23 2.73 0.51
H: -0.26 3.60 0.67
H: 1.02 2.25 2.65
C: 1.31 -3.61 -2.09
C: -0.12 -2.49 0.20
H: -0.62 2.95 2.69
C: -1.83 0.50 2.41
C: 0.26 0.15 3.62
H: 3.09 -1.48 -0.82
H: -2.51 0.87 3.21
H: -2.19 0.87 1.45
H: -1.87 -0.60 2.42
H: -0.01 0.41 4.66
H: 0.06 -0.93 3.50
H: 1.33 0.35 3.49
H: -0.50 -3.51 0.11
H: 0.57 -2.43 1.06
H: -0.95 -1.79 0.35
H: 0.41 -4.22 -2.29
H: 1.84 -3.42 -3.04
H: 1.98 -4.14 -1.40
H: 3.03 -1.06 -0.09
O: 3.30 1.82 0.75
N: 2.78 1.09 -0.06
O: 2.85 0.19 -2.80

- charge = +2
- gap between HOMO and LUMO (spin up / spin down) (eV) = 6.69 / 5.88
- spin multiplicity = 4
- LUMO energy (spin up / spin down) (eV) = -7.664 / -9.571
- max |F| (eV Å⁻¹) = 5.78